ORCA calculation (ωB97M-V/def2-TZVPD) on a 12-piece molecular cluster, C28H78N2O12 overall.

For the calculated total energy, the calculation gives -57844.6443 eV. As for the frontier orbital gap: 8.19 eV. For the energy above the lowest of the compared OMol25 structures with the same formula, charge and spin, the calculation gives 47.5 kcal per mole. Its SMILES is CC1(C)CCCC(C)(C)N1O.CC1(C)CCCC(C)(C)N1O.CCO.CCO.CCO.CCO.CCO.O.O.O.O.O.

The geometry in XYZ format:
```
120
Properties=species:S:1:pos:R:3:forces:R:3:mulliken_charge:R:1
C 1.18450 1.75700 -3.27646 -0.10 -0.50 0.68 -0.372
C 1.90831 2.98147 -3.76323 -0.32 -0.64 -0.66 -0.563
O 2.81596 2.58567 -4.76704 0.64 -0.12 -0.67 -0.546
H 0.61616 2.00809 -2.37981 -0.20 -0.14 0.00 -0.080
H 1.87679 0.96124 -2.99618 0.32 0.18 0.18 0.307
H 0.52407 1.26675 -3.99218 -0.16 0.51 -0.24 0.350
H 2.48012 3.43634 -2.95275 -0.35 0.37 0.15 0.256
H 1.20852 3.64056 -4.27952 -0.21 0.51 0.77 0.286
H 2.89455 3.34614 -5.34803 0.32 -0.15 -0.19 0.324
C -5.96527 2.26234 0.86087 0.23 -0.90 0.14 -0.637
C -7.30902 1.64526 0.41729 1.46 0.93 0.68 -0.355
O -7.08074 0.63141 -0.56627 -0.98 0.77 -0.35 -0.468
H -5.32166 2.28680 -0.01894 0.13 -0.08 0.05 -0.006
H -5.54960 1.59989 1.62157 0.52 0.14 -0.04 0.211
H -5.95983 3.28003 1.25081 -0.56 -0.06 0.13 0.469
H -7.81012 2.54925 0.07114 -0.78 -0.82 -1.02 0.320
H -7.85168 1.27090 1.28561 -0.12 -0.16 -0.09 0.250
H -6.44098 -0.02901 -0.28981 0.07 0.24 0.48 0.311
C -1.28455 5.39627 -2.60647 -0.77 -1.05 1.17 -0.778
C 0.03809 6.10899 -2.63897 -0.89 0.29 -0.37 -0.344
O 0.19320 6.52708 -3.98693 0.97 0.00 -0.46 -0.534
H -1.46872 4.83334 -1.68847 0.16 0.25 0.42 0.107
H -1.33208 4.59382 -3.34328 0.14 0.34 -0.43 0.279
H -2.15020 6.05134 -2.70885 0.10 0.13 -0.28 0.420
H 0.82360 5.43160 -2.30589 0.29 0.22 -0.44 0.224
H 0.06000 7.03140 -2.05645 -0.03 -0.31 0.65 0.328
H -0.52457 7.14934 -4.12894 0.04 0.05 -0.27 0.318
C -6.81289 2.37532 -4.27867 -1.88 -0.56 -0.99 -0.977
C -5.99315 2.15174 -5.56142 -0.85 0.71 1.51 -0.257
O -4.69497 2.01800 -5.06846 1.63 -0.39 -1.11 -0.465
H -6.24696 2.78549 -3.44441 0.08 0.49 -0.45 0.221
H -7.28489 1.47708 -3.87600 0.21 -0.33 -0.14 0.283
H -7.66376 2.97684 -4.60413 -0.11 0.43 0.70 0.398
H -6.10879 3.03590 -6.18923 0.71 0.23 0.14 0.298
H -6.35149 1.35609 -6.21746 0.11 -0.52 0.35 0.249
H -4.69129 1.24556 -4.49718 0.11 -0.08 0.02 0.283
C -1.92490 -5.26370 3.39867 0.56 1.48 -1.09 -0.508
C -0.47931 -5.36857 3.90860 -0.89 -1.96 -0.29 -0.201
O -0.43759 -6.65727 4.59460 0.63 1.12 0.41 -0.526
H -2.23108 -6.13957 2.82801 0.23 -0.31 0.45 0.299
H -1.94335 -4.47813 2.63882 -0.10 0.32 -0.03 -0.052
H -2.70004 -4.98095 4.11014 0.28 -0.28 0.36 0.299
H -0.07847 -4.56313 4.52422 -0.47 0.11 0.19 0.288
H 0.22761 -5.47455 3.08524 -0.20 0.06 -0.22 0.135
H -0.59983 -6.41028 5.50903 -0.03 -0.51 0.20 0.299
O -2.19235 -2.10669 -4.52473 -0.57 -0.13 -0.01 -0.552
H -1.72034 -2.92381 -4.70243 0.29 -0.12 0.01 0.269
H -2.12363 -1.60708 -5.34003 0.14 0.10 -0.07 0.261
O 0.14109 -4.66418 -3.68101 -0.23 -0.29 0.04 -0.643
H 1.08934 -4.65404 -3.82367 0.12 0.14 -0.13 0.313
H 0.00983 -4.11679 -2.90416 -0.03 0.23 0.05 0.313
O -5.49531 -2.58571 -2.67666 0.15 0.04 -0.01 -0.589
H -6.30740 -2.14802 -2.94014 -0.14 0.08 -0.08 0.300
H -5.59529 -2.73095 -1.73387 -0.03 -0.09 0.14 0.292
O 3.77776 -4.06194 0.77191 0.06 0.06 -0.09 -0.584
H 2.91983 -4.41162 0.52285 -0.13 -0.08 -0.09 0.281
H 3.79010 -4.11361 1.72963 0.01 0.00 0.16 0.298
O 0.73812 -1.63151 -4.59313 0.24 -0.10 -0.21 -0.616
H 0.51188 -1.06827 -3.84911 -0.36 0.00 0.27 0.277
H 1.37409 -1.12024 -5.09791 0.16 0.07 -0.08 0.302
C 3.68473 -1.58177 3.36079 -0.11 0.27 -0.21 -0.945
C 4.75741 -0.63634 2.78673 -0.42 0.61 -0.46 1.578
C 4.48963 0.83517 3.14835 -0.81 -0.03 0.56 -0.952
C 4.71803 1.12987 4.61466 0.85 0.79 0.53 -0.806
C 6.17256 0.86887 5.01793 -1.61 -0.87 -0.68 -1.166
C 6.58383 -0.62948 4.63434 -0.44 1.39 1.10 1.404
N 6.11049 -0.95933 3.27497 -0.07 2.08 -0.18 0.257
O 6.58649 -2.13493 2.76149 0.73 -0.71 -0.29 -0.428
C 8.10747 -0.43750 4.71157 0.46 -1.52 -0.14 -1.851
C 6.06827 -1.63342 5.72642 0.15 0.71 0.47 -1.544
C 4.69404 -0.65042 1.21557 0.59 -0.59 1.33 -1.786
H 4.12545 -2.56774 3.51488 -0.16 -0.13 0.16 0.108
H 2.85810 -1.69323 2.65793 0.00 -0.05 -0.10 -0.007
H 3.24327 -1.22059 4.28974 0.24 -0.11 0.16 0.220
H 5.05423 1.50560 2.49890 0.55 -0.15 0.20 0.487
H 3.46512 1.12485 2.90535 -0.30 -0.48 -0.09 0.172
H 4.09656 0.59171 5.33240 -0.31 -0.47 -0.45 0.306
H 4.48988 2.16650 4.87034 -0.05 0.23 -0.33 0.422
H 6.19893 1.11132 6.08097 0.54 -0.67 0.20 0.393
H 6.85869 1.56507 4.53690 -0.17 -0.06 -0.26 0.419
H 8.40625 -0.25555 5.74449 -0.18 -0.14 0.13 0.400
H 8.61507 -1.34469 4.38016 0.23 0.05 -0.04 0.382
H 8.49506 0.41976 4.16304 -0.33 -0.20 -0.40 0.417
H 6.07316 -2.69381 5.47331 0.53 0.04 -0.23 0.286
H 6.64679 -1.44847 6.63282 0.41 -0.43 -0.07 0.450
H 5.06306 -1.47718 6.12261 -0.34 0.46 -0.67 0.315
H 4.62978 -1.66350 0.81922 0.29 0.02 -0.05 0.281
H 5.61818 -0.14871 0.92989 -0.19 -0.04 -0.58 0.553
H 3.79578 -0.12757 0.88728 0.11 0.23 0.05 0.283
H 6.08768 -2.88189 3.11403 -0.22 -0.19 0.32 0.344
C -3.40169 -0.24901 -0.32023 -1.24 -0.18 -0.59 -0.537
C -2.33341 0.51036 -1.07710 0.96 0.72 1.25 1.039
C -1.90532 1.72839 -0.16554 -0.50 -0.12 0.84 -0.981
C -1.35834 1.28262 1.22144 1.51 -0.26 -0.77 -1.094
C -0.06386 0.44829 0.87694 -0.13 1.63 -0.29 -1.523
C -0.29317 -0.78401 -0.00563 -1.12 -0.71 1.30 2.209
N -1.10171 -0.31250 -1.19462 1.60 1.47 0.66 0.940
O -1.12506 -1.18293 -2.27412 -0.16 -0.41 0.44 0.229
C 1.07197 -1.32948 -0.46577 -0.11 0.21 -0.16 -1.123
C -1.02392 -1.88642 0.88906 0.88 0.05 -0.96 -2.038
C -2.83850 0.95515 -2.48053 0.61 0.91 0.30 -1.496
H -3.21888 -0.45938 0.73106 0.30 -0.07 -0.29 0.226
H -3.59585 -1.16239 -0.88609 -0.16 -0.32 0.28 0.339
H -4.32868 0.32500 -0.35390 -0.06 0.04 -0.07 -0.772
H -1.12383 2.34850 -0.60583 0.07 -0.28 -0.39 0.000
H -2.70515 2.43369 0.06866 -0.57 -0.23 -0.51 0.493
H -2.06219 0.84360 1.92935 -0.19 -0.66 -0.52 0.414
H -1.07934 2.16059 1.80674 0.37 0.27 -0.35 0.499
H 0.68259 0.40975 1.67251 -0.55 -1.20 0.65 0.413
H 0.54630 1.11128 0.25711 -0.34 0.35 -0.52 0.409
H 1.68515 -0.51252 -0.84913 -0.31 -0.06 -0.87 0.118
H 1.76476 -1.71204 0.28585 -0.70 -0.14 0.75 -0.019
H 0.90718 -2.16114 -1.15051 0.25 0.32 -0.42 0.094
H -1.54911 -2.61874 0.27402 -0.34 0.21 -0.13 0.345
H -0.26195 -2.49698 1.37575 0.10 0.24 0.34 0.506
H -1.68250 -1.44663 1.63588 0.02 -0.14 -0.08 0.275
H -2.11668 1.65457 -2.90602 0.46 -0.39 -0.18 0.237
H -3.70938 1.61281 -2.46575 -0.37 -0.30 0.71 0.314
H -3.03875 0.17132 -3.21029 0.20 -0.26 0.28 0.329
H -2.01212 -1.55904 -2.25113 -0.07 -0.64 -0.59 0.105
```
Forces are in eV/Å.